Molecular formula: C31H51ClN6PRhSi
Method: DFT, ωB97M-V/def2-TZVPD

The geometry in XYZ format:
```
92
Properties=species:S:1:pos:R:3:forces:R:3
N -2.278 0.496 0.283 -0.1 -0.1 -0.1
H -4.535 3.676 0.273 0.0 0.0 0.0
C -3.599 0.392 -0.331 -0.1 -0.1 0.0
H 2.112 -1.882 -2.786 -0.3 -0.2 0.1
H 0.079 -1.270 -1.991 0.1 0.0 0.0
H -3.484 -2.215 -1.916 0.0 0.0 0.0
C -1.645 1.783 0.049 0.1 0.0 -0.1
H -3.385 -2.702 -0.228 0.0 0.0 -0.1
Cl 2.483 -2.424 2.602 0.0 0.0 -0.1
H 1.126 1.789 -4.834 0.0 0.1 0.0
H -4.037 -0.570 -0.060 0.0 0.0 0.0
C -4.523 1.514 0.129 0.0 0.0 0.0
H -2.020 3.869 0.401 0.0 0.0 0.0
H -1.836 -4.540 -0.835 0.0 0.0 0.0
C -1.017 -2.732 -3.158 0.1 0.1 0.0
C 2.979 -1.304 -3.078 0.0 0.3 0.0
H -2.586 -3.768 1.887 0.0 0.0 0.0
Si 2.566 0.519 -3.202 -0.1 -0.1 -0.1
C 3.216 -0.859 2.742 0.2 0.1 -0.1
N 1.794 1.078 -1.740 0.0 0.0 -0.1
N 1.879 2.613 -0.119 0.6 -0.3 0.0
H 0.986 3.310 -3.283 0.0 0.0 -0.1
H -1.468 1.932 -1.026 0.1 0.1 -0.1
C -2.463 -4.086 -1.605 -0.1 0.0 0.0
C 4.392 1.023 1.825 -0.2 -0.3 0.0
C -1.020 -3.091 3.220 0.0 0.0 0.0
C -2.001 -2.782 4.356 0.0 0.0 0.0
H 2.985 -0.885 4.861 0.0 0.0 0.0
H -3.953 -2.480 3.454 0.0 0.0 0.0
H -1.822 -0.322 3.133 0.0 0.0 0.0
H 0.728 5.536 -2.263 0.0 0.0 0.0
H 1.975 0.458 -5.601 0.0 0.0 -0.1
H 1.125 5.846 0.179 0.0 0.0 0.0
H 4.749 1.540 -2.591 0.0 0.0 0.0
H 4.747 1.059 -4.290 0.0 -0.1 -0.1
N -1.627 -1.859 -0.964 -0.1 0.0 0.2
C -0.502 -2.179 -1.837 0.2 0.1 -0.1
C -1.741 -3.067 1.882 0.0 -0.1 -0.1
H -3.551 -1.287 4.667 0.0 0.0 0.0
H -4.729 1.383 1.195 0.0 0.0 0.0
H 3.919 2.530 -3.787 0.0 0.0 0.0
H -5.478 1.431 -0.395 0.0 0.0 0.0
H -0.232 -2.338 3.175 0.0 0.0 0.0
H 4.163 1.272 5.188 0.0 0.0 0.0
H -0.998 -4.884 -2.981 0.0 0.0 0.0
H -0.189 -2.841 -3.861 0.0 0.0 0.0
H -0.534 -4.056 3.373 0.0 0.0 0.0
C 1.269 4.884 -0.291 0.0 0.0 0.0
H 4.062 -0.177 -0.505 0.1 -0.1 0.0
C 1.204 3.465 -2.238 0.1 -0.2 -0.1
H 2.958 4.164 2.137 0.0 0.0 0.0
H -3.449 -0.260 2.460 0.1 0.0 0.0
H -2.641 2.789 1.651 0.0 0.0 0.0
C 1.627 2.394 -1.432 0.2 0.2 0.1
C 1.051 4.701 -1.655 0.0 0.1 0.0
C 1.925 3.874 1.936 0.0 0.0 0.1
C 4.567 1.542 3.089 -0.1 -0.1 0.1
H -3.369 -4.692 -1.662 0.0 0.0 0.0
H 0.166 -2.909 -1.357 0.0 0.0 -0.1
H -0.675 1.781 0.548 0.0 0.0 0.0
C -2.648 -0.941 2.756 0.0 0.1 0.0
C 3.372 -0.331 4.018 0.1 0.1 -0.1
C -3.132 -1.878 3.851 -0.1 0.0 0.0
H -1.072 -3.383 1.078 0.0 0.0 0.1
C 1.442 0.756 -4.696 0.1 -0.1 0.1
H -2.424 -3.704 4.761 0.0 0.0 0.0
C -2.521 2.915 0.570 0.1 0.0 0.1
H -1.701 -1.998 -3.592 0.0 0.0 0.0
N 0.147 -0.657 0.715 0.0 -0.7 -0.2
C 4.142 1.502 -3.498 -0.1 0.0 0.1
H 3.315 -1.677 -4.047 0.0 0.0 -0.1
C -2.827 -2.674 -1.164 -0.2 0.0 0.1
H -3.504 0.410 -1.428 0.0 0.0 0.0
H 5.109 2.469 3.221 0.0 0.0 0.0
H 3.170 -1.656 0.089 0.2 0.0 0.0
Rh 1.656 0.408 0.162 -1.8 1.0 -0.1
H -3.765 3.044 -1.174 0.0 0.0 0.0
H -2.425 -4.255 -3.772 0.0 0.0 0.0
H 4.776 1.550 0.960 0.0 0.0 0.0
C 4.038 0.871 4.192 0.0 0.0 -0.1
C 3.687 -0.181 1.608 0.3 0.0 0.0
P -1.358 -0.910 0.387 0.3 0.0 0.2
H 3.768 -1.511 -2.360 0.1 0.0 0.1
H 1.274 4.613 2.402 0.0 0.0 0.0
H -1.472 -2.297 5.179 0.0 0.0 0.0
N -2.230 -1.715 1.573 0.1 0.1 0.0
H 1.762 2.901 2.400 0.0 0.0 0.0
C -3.888 2.878 -0.098 0.0 0.0 -0.1
C 1.677 3.796 0.461 -0.1 0.0 0.0
C 3.371 -0.596 0.224 0.1 0.0 0.4
C -1.728 -4.072 -2.953 0.0 0.0 0.0
H 0.545 0.142 -4.618 -0.1 -0.1 0.0
```
Positions in Å, forces in eV/Å.

Properties
Strongest force on any atom = 1.998 eV/Å
E_HOMO (alpha / beta) = -0.258 / -0.255 Eh
LUMO level (alpha / beta) = 0.142 / 0.328 eV
Orbital gap (alpha / beta) = 7.2 / 7.3 eV

=====

Molecular formula: C22H22F4N6O5Zn
Method: DFT, ωB97M-V/def2-TZVPD

The geometry in XYZ format:
```
60
Properties=species:S:1:pos:R:3:forces:R:3
H 5.969 1.374 -1.038 0.0 0.2 0.3
H -0.276 0.616 -2.320 0.0 0.0 0.0
H -4.770 -1.373 1.641 0.0 0.0 0.0
C 0.410 1.056 -3.041 0.0 0.1 0.0
N 0.593 -0.366 2.249 -0.2 -0.1 0.1
N 2.859 1.559 -3.103 0.1 0.0 0.1
F -2.361 1.094 5.757 0.0 -0.1 0.1
C 5.288 1.871 -2.771 -0.1 0.0 0.0
O 5.378 0.850 0.266 -0.1 -0.2 0.1
H -2.455 -0.529 1.994 0.0 0.0 0.1
F 0.440 2.093 1.230 0.0 0.1 0.0
H -0.920 -2.275 0.625 0.0 0.0 0.0
H -0.237 -3.675 -0.235 0.0 0.0 0.0
Zn 1.497 -0.018 0.605 -0.2 -0.1 -0.4
O -6.002 0.301 -2.802 0.0 -0.1 0.0
C -4.794 0.250 -2.695 0.0 0.0 -0.1
C -0.211 -2.583 -0.136 0.0 0.2 0.0
C -0.899 0.353 4.094 0.1 -0.1 -0.1
C 1.771 1.115 -2.448 -0.1 0.0 -0.1
H 2.124 -3.798 -0.657 0.0 0.0 0.0
C -2.854 0.477 -1.055 -0.1 -0.1 0.0
H 3.099 -2.317 -0.539 0.0 0.0 0.0
H 0.063 2.059 -3.297 0.0 0.0 0.0
N 1.139 -2.132 0.216 0.1 -0.2 0.0
C 4.173 0.592 0.169 -0.1 0.1 0.0
H -5.836 -1.012 -0.609 0.0 0.0 0.0
F -1.101 4.024 2.310 0.0 0.1 -0.1
C -1.782 2.607 4.060 0.0 0.0 0.1
C 1.474 -2.540 1.600 0.0 0.1 0.1
O 3.433 0.035 1.038 0.4 0.1 -0.1
C 0.655 -1.764 2.642 -0.1 0.1 -0.1
H 2.936 1.911 -4.046 0.0 0.0 0.0
C -1.042 2.829 2.912 0.0 -0.1 0.1
N 2.112 0.742 -1.230 -0.1 0.0 0.3
H 2.532 -2.322 1.752 0.0 0.0 -0.1
O 5.393 2.247 -3.916 0.0 0.1 0.0
H 1.316 -3.618 1.725 0.0 0.0 0.0
C -4.128 0.019 -1.372 0.0 0.0 0.1
H -2.966 0.311 -3.688 0.0 -0.1 0.0
H -2.402 3.377 4.494 0.0 0.0 0.0
C -1.679 1.356 4.634 0.0 0.2 -0.1
N -2.264 0.266 0.117 0.1 0.1 0.0
O 6.269 1.783 -1.916 0.3 0.0 -0.3
N -3.963 0.375 -3.765 0.0 0.1 0.0
H 1.152 -1.888 3.608 0.0 -0.1 0.0
H -4.375 0.552 -4.664 0.0 0.0 0.0
F -0.884 -0.842 4.731 0.0 0.0 0.0
C 2.098 -2.704 -0.733 0.1 0.0 0.0
C -0.153 0.537 2.909 -0.2 0.2 0.2
C -4.246 -0.863 0.845 0.0 0.0 0.0
H 1.807 -2.432 -1.748 0.0 0.0 0.0
C 3.945 1.470 -2.271 -0.1 0.0 0.1
H -2.284 1.072 -1.764 -0.1 0.0 0.0
H -0.345 -2.200 2.737 0.0 0.0 0.0
C -2.958 -0.388 1.046 0.0 0.0 0.0
H -0.516 -2.135 -1.083 0.0 0.0 0.0
C 3.464 0.962 -1.101 0.2 0.0 -0.1
C -0.256 1.843 2.377 0.0 -0.2 -0.1
H 0.413 0.454 -3.950 0.0 0.0 0.0
C -4.838 -0.658 -0.388 0.0 0.0 0.0
```
Positions in Å, forces in eV/Å.

Properties
Strongest force on any atom = 0.443 eV/Å
E_HOMO = -0.279 Eh
LUMO level = -0.193 eV
Orbital gap = 7.4 eV

=====

Molecular formula: C4H9NO2
Method: DFT, ωB97M-V/def2-TZVPD

The geometry in XYZ format:
```
16
Properties=species:S:1:pos:R:3:forces:R:3
C -1.568 0.958 0.851 -0.3 -0.1 0.1
H 1.735 -1.548 -0.486 0.0 0.1 -0.1
H -1.801 1.119 1.912 0.1 -0.1 -0.1
H -0.633 -1.086 1.340 -0.1 0.1 -0.1
H -2.032 -1.125 0.255 -0.1 -0.1 0.0
C 0.471 0.716 0.329 0.5 0.0 -0.2
H 1.195 0.604 1.138 -0.1 0.0 -0.1
O -0.442 1.749 0.455 0.1 0.0 -0.1
C 1.956 -0.595 -0.982 0.2 -0.1 0.0
H 2.164 -0.793 -2.036 0.0 0.0 0.2
H -2.433 1.232 0.237 0.1 0.0 0.1
H 2.848 -0.152 -0.532 -0.1 -0.1 -0.1
C -1.097 -0.460 0.571 0.0 0.1 0.2
O -1.182 -0.936 -0.777 -0.1 0.0 -0.1
N 0.849 0.351 -0.895 -0.2 0.1 0.3
H -0.028 -0.034 -1.379 0.0 0.0 0.0
```
Positions in Å, forces in eV/Å.

Properties
Strongest force on any atom = 0.521 eV/Å
E_HOMO = -0.300 Eh
LUMO level = 0.588 eV
Orbital gap = 8.8 eV

=====

Molecular formula: C56H47N3NaO3Sb2
Method: DFT, ωB97M-V/def2-TZVPD

The geometry in XYZ format:
```
112
Properties=species:S:1:pos:R:3:forces:R:3
H 4.116 1.244 7.721 0.0 0.0 0.0
C -0.637 -4.599 -1.110 0.1 0.0 -0.1
C -1.121 2.230 -3.648 0.1 0.0 0.0
C 2.749 -5.298 -2.924 0.0 0.0 0.0
H 1.241 -5.331 1.334 0.0 0.0 0.0
H 1.386 3.133 5.007 0.0 0.0 0.0
H -2.728 -2.642 0.691 0.0 0.0 0.0
H 5.465 -1.508 1.835 0.0 0.0 0.0
H -0.416 2.940 -1.747 0.0 0.0 0.0
C -2.461 -5.901 -0.220 0.0 0.0 0.0
H -5.348 3.055 -1.790 0.0 0.0 0.0
C -3.469 -0.285 -4.012 0.0 0.0 0.0
N -0.619 1.890 2.078 0.0 0.1 -0.1
H -5.016 4.877 -0.109 0.0 0.0 0.0
C 2.007 2.297 5.296 0.0 0.0 0.0
C -2.974 -4.751 0.367 0.0 0.0 0.0
C -4.331 4.041 -0.166 0.0 0.0 0.0
C 6.446 -2.929 3.103 0.0 0.0 0.0
C 2.018 1.197 4.441 0.1 0.1 -0.1
H -0.869 -6.697 -1.422 0.0 0.0 0.0
H 2.734 -5.905 -3.820 0.0 0.0 0.0
C 0.397 -0.108 -5.223 0.0 0.0 0.0
H -2.751 4.154 -5.922 0.0 0.0 0.0
C 3.550 0.130 5.986 0.0 0.0 0.0
O 2.826 -1.026 4.033 0.0 0.0 0.0
C -2.331 -3.535 0.221 0.0 0.0 0.0
C 1.008 -3.344 2.139 0.0 0.0 0.0
Sb -0.449 0.237 -3.258 0.0 0.2 0.1
C 3.020 -5.104 -0.536 0.1 0.0 0.0
H 3.406 -1.678 4.445 0.0 0.0 0.0
C 0.262 -0.505 -7.608 0.0 0.0 0.0
C -3.616 1.978 -1.172 0.0 0.0 -0.1
C 2.748 2.333 6.468 0.0 0.0 0.0
H -1.992 -4.851 4.082 0.0 0.0 0.0
N 0.149 2.002 3.222 0.1 0.1 0.1
H 7.355 -2.344 3.171 0.0 0.0 0.0
H 7.167 -4.498 4.379 0.0 0.0 0.0
C 4.197 -3.195 2.244 -0.1 0.0 -0.1
O 1.645 0.564 2.168 0.0 0.0 0.1
C -0.354 -0.274 -6.385 0.0 -0.1 0.0
H -2.407 5.853 -4.153 0.0 0.0 0.0
C 2.516 -3.167 -1.843 0.1 0.0 0.0
C -2.034 4.845 -4.019 0.0 0.0 0.0
C 4.100 -4.397 2.940 0.0 0.0 0.0
C 2.753 -3.738 -0.591 -0.1 0.0 0.0
H 2.127 -0.768 -8.639 0.0 0.0 0.0
C 1.785 -0.203 -5.317 0.0 0.0 -0.1
H -1.930 1.864 -5.610 0.0 0.0 0.0
H -0.635 -6.282 2.586 0.0 0.0 0.0
C 1.646 -0.584 -7.686 0.0 0.0 0.0
H -1.110 -1.424 -0.583 -0.1 0.1 -0.1
H -1.438 -0.251 -6.336 0.0 0.0 0.0
C -4.472 -2.469 -4.181 0.0 0.0 0.0
H 2.717 3.209 7.104 0.0 0.0 0.0
C -1.289 -5.812 -0.959 0.0 0.0 0.0
C -1.153 -3.445 -0.520 -0.1 -0.1 0.1
C -4.578 -1.087 -4.254 0.0 0.0 0.0
C -0.385 -5.236 2.713 0.0 0.0 0.0
H -5.341 -3.091 -4.355 0.0 0.0 0.0
H -1.198 -2.719 -3.403 0.0 0.0 0.0
C -2.351 2.876 0.684 0.0 0.0 -0.1
H 3.214 -6.942 -1.625 0.0 0.0 0.0
C -3.269 3.934 0.711 0.0 0.0 0.0
C -4.509 3.024 -1.103 0.0 0.0 0.0
H -3.154 -4.126 -3.795 0.0 0.0 0.0
C -2.239 -0.854 -3.700 0.1 0.0 0.0
H -1.353 3.766 2.410 0.0 0.0 0.0
H 4.148 -0.738 6.249 0.0 0.0 0.0
Na 0.165 0.506 0.549 0.3 -0.5 -0.2
H -2.968 -6.851 -0.104 0.0 0.0 0.0
H -0.339 -0.632 -8.501 0.0 0.0 0.0
H 2.324 -2.099 -1.918 0.0 0.0 0.0
C -1.358 4.502 -2.858 0.0 0.0 0.0
C 2.807 0.100 4.808 0.0 0.0 0.0
H -3.745 1.193 -1.907 0.0 0.0 0.1
H -1.446 -2.442 4.303 0.0 0.0 0.0
C -0.902 3.204 -2.677 -0.1 -0.1 0.0
C -1.372 2.872 1.776 0.0 0.0 0.1
H 0.456 -1.486 3.070 0.0 0.0 0.0
C 3.014 -5.879 -1.690 0.0 0.0 0.0
C -0.845 -3.082 3.669 0.0 0.0 0.0
N -0.487 -2.224 -0.614 0.1 0.3 0.0
H 3.489 -0.506 -6.588 0.0 0.0 0.0
H -3.886 -4.799 0.950 0.0 0.0 0.0
C -1.774 2.593 -4.823 0.0 0.0 -0.1
C 3.528 1.240 6.812 0.0 0.0 0.0
C -2.470 1.878 -0.343 -0.1 0.0 0.0
H 5.069 -5.804 4.239 0.0 0.0 0.0
O -1.603 0.938 -0.574 -0.1 0.0 0.0
H 3.175 -4.965 2.907 0.1 0.0 0.0
C -2.234 3.891 -5.007 0.0 0.0 0.0
H 2.309 -3.464 -3.960 0.0 0.0 0.0
C 5.163 -4.868 3.703 0.0 0.0 0.0
C -3.249 -3.050 -3.874 0.0 0.0 0.0
H -5.531 -0.628 -4.487 0.0 0.0 0.0
C -1.150 -4.431 3.545 0.0 0.0 0.0
H 2.395 -0.094 -4.425 0.0 0.0 0.0
C 6.340 -4.135 3.783 0.0 0.0 0.0
C 2.508 -3.932 -3.003 0.0 0.0 0.0
H -3.574 0.793 -4.051 0.0 0.0 0.0
H 3.246 -5.578 0.415 0.0 0.0 0.0
H 0.147 -2.149 -1.398 -0.1 -0.1 0.0
C 5.381 -2.463 2.342 0.0 0.0 0.0
C 0.230 -2.542 2.975 -0.1 0.0 -0.1
H 0.289 -4.546 -1.676 -0.1 0.0 0.0
C 2.409 -0.437 -6.537 0.0 0.0 0.0
C 0.683 -4.692 2.010 0.0 0.0 0.0
H -1.210 5.235 -2.074 0.0 0.0 0.0
H -3.139 4.690 1.480 0.0 0.0 0.0
Sb 2.587 -2.360 1.069 0.0 0.1 0.1
C 1.224 1.238 3.157 -0.2 -0.1 0.1
C -2.144 -2.244 -3.642 0.0 0.0 0.0
```
Positions in Å, forces in eV/Å.

Properties
Strongest force on any atom = 0.620 eV/Å
E_HOMO = -0.154 Eh
LUMO level = 2.183 eV
Orbital gap = 6.4 eV
Charge = -1

=====

Molecular formula: C5H11O2
Method: DFT, ωB97M-V/def2-TZVPD

The geometry in XYZ format:
```
18
Properties=species:S:1:pos:R:3:forces:R:3
H 1.042 -2.361 -3.329 -0.8 0.5 1.1
C -0.518 1.053 1.103 1.0 0.3 -0.5
H -0.503 -2.040 -2.271 1.3 0.0 -0.1
H 0.279 -2.363 1.492 -0.8 -0.2 0.9
H 0.149 0.480 -2.634 0.1 0.3 0.0
H 1.833 0.019 -2.833 0.0 -0.3 -0.2
C 0.268 -1.612 -2.969 0.9 -1.1 0.9
H 1.534 -1.177 1.435 -0.7 -0.1 0.7
H 0.366 0.313 2.858 -0.2 -0.3 0.7
H 0.442 -1.159 0.305 -1.0 0.2 -0.3
H -0.347 -1.549 -3.830 -0.4 1.0 -1.2
O -1.505 1.790 1.270 -0.4 -0.3 0.5
H 0.937 -0.231 -1.338 0.2 -0.3 0.5
C 0.414 -1.297 1.380 3.0 0.4 -0.9
C 0.879 -0.295 -2.407 -1.2 -0.1 -1.1
H -1.294 -0.426 2.417 0.5 0.1 0.7
C -0.273 -0.152 2.118 -1.2 0.1 -1.8
O 0.384 1.204 0.233 -0.2 -0.2 0.3
```
Positions in Å, forces in eV/Å.

Properties
Strongest force on any atom = 3.140 eV/Å
E_HOMO = -0.145 Eh
LUMO level = 3.846 eV
Orbital gap = 7.8 eV
Charge = -1

=====

ΔE to the lowest compared entry with this formula, charge and spin values, unit eV, following the record order: 0.578; 0.000; 6.363; 0.551; 1.011.